Version P
The following is a quantum chemistry calculation of a cluster of 2 separate species, C2H8OS in total, from OMol25.

Output
E_LUMO = 0.652 eV
SMILES = CCS.O
Gap between HOMO and LUMO = 9.38 eV
HOMO level = -8.7 eV

Each atom is followed by the atoms it is bonded to, with distances in Å.
Geometry (Å):
1 C 0.203 -1.184 -0.205  C2 1.562, H4 1.103, H5 1.103, H6 1.103
2 C -1.033 -0.229 -0.232  C1 1.562, S3 1.788, H7 1.107, H8 1.107
3 S -1.682 -0.380 -1.891  C2 1.788, H9 1.350
4 H -0.128 -2.235 -0.229  C1 1.103
5 H 0.724 -1.000 0.750  C1 1.103
6 H 0.915 -1.020 -1.031  C1 1.103
7 H -1.623 -0.732 0.558  C2 1.107
8 H -0.714 0.755 0.162  C2 1.107
9 H -0.515 0.050 -2.416  S3 1.350
10 O 1.211 1.922 1.123  H11 0.984, H12 0.984
11 H 0.787 2.593 1.705  O10 0.984
12 H 1.855 1.460 1.706  O10 0.984


Version Q
The following is a quantum chemistry calculation of a cluster of 2 separate species, C2H8OS in total, from OMol25.

Output
E_LUMO = 0.723 eV
SMILES = CO.CS
Gap between HOMO and LUMO = 9.86 eV
HOMO level = -9.1 eV

Each atom is followed by the atoms it is bonded to, with distances in Å.
Geometry (Å):
1 C -0.861 0.887 2.104  O2 1.434, H3 1.091, H4 1.085, H5 1.089
2 O 0.358 0.136 2.181  C1 1.434, H6 0.966
3 H -0.956 1.456 3.030  C1 1.091
4 H -1.705 0.227 1.932  C1 1.085
5 H -0.776 1.630 1.313  C1 1.089
6 H 0.200 -0.763 1.865  O2 0.966
7 C 0.978 -0.222 -2.056  S8 1.834, H9 1.080, H10 1.090, H11 1.095
8 S -0.673 -0.921 -2.441  C7 1.834, H12 1.332
9 H 1.681 -1.014 -1.842  C7 1.080
10 H 0.922 0.342 -1.125  C7 1.090
11 H 1.243 0.409 -2.911  C7 1.095
12 H -0.411 -2.166 -2.049  S8 1.332


The winner here is version P, beating the second structure by 0.338 eV.